Model a:
Here is a gas-phase ion, C8H15N2O2 (charge +1) from OMol25. Energies are from ωB97M-V/def2-TZVPD.

Properties
- SMILES = C[C@@H]1CO[C@@](N2CC2)([NH+]2CC2)O1
- net charge = +1
- orbital gap (eV) = 11.25
- E_LUMO (eV) = -2.6
- M (g/mol) = 171.22
- multiplicity = 1

Last column: Löwdin charge in e.
Element x y z (Å)
O: 0.048 0.826 1.136  0.016
O: 0.555 0.225 -0.945  0.032
N: -1.663 0.913 -0.472  0.039
N: -0.933 -1.167 0.425  -0.030
C: 1.789 0.856 -0.393  -0.276
C: 3.032 0.024 -0.749  0.010
C: -2.794 1.009 0.362  -0.081
C: -2.992 0.469 -0.958  0.009
C: -0.246 -2.150 1.226  -0.074
C: 1.528 0.885 1.079  -0.083
C: -0.626 -2.436 -0.213  -0.060
C: -0.348 0.064 0.046  -0.503
H: 0.771 -1.929 1.447  0.092
H: -1.538 -2.990 -0.434  0.116
H: -3.432 1.175 -1.719  0.159
H: 1.904 1.921 1.500  0.179
H: -1.177 1.747 -0.942  0.227
H: -0.880 -2.597 2.128  0.164
H: -3.121 1.957 0.609  0.121
H: 2.902 -0.962 -0.375  0.075
H: 3.327 -0.061 -1.724  0.052
H: 0.301 -2.628 -0.778  0.125
H: 2.116 0.132 1.671  0.143
H: -3.202 -0.589 -0.947  0.127
H: 1.662 1.871 -0.835  0.166
H: 3.853 0.612 -0.184  0.138
H: -2.651 0.307 1.117  0.117

---

Model b:
Here is 2 unconnected molecules or ions with the total composition C8H15N2O2 from OMol25. Energies are from ωB97M-V/def2-TZVPD.

Properties
- net charge = +1
- orbital gap (eV) = 10.03
- E_LUMO (eV) = -2.5
- M (g/mol) = 171.22
- multiplicity = 1

Last column: Löwdin charge in e.
Element x y z (Å)
O: -1.593 1.535 -0.060  0.001
O: -2.139 -0.562 -0.508  -0.014
N: 2.614 0.150 -0.115  -0.125
N: 0.487 -0.046 -0.062  0.050
C: 1.491 0.494 0.533  -0.144
C: 3.917 0.451 0.514  -0.016
C: -1.767 0.012 1.869  0.092
C: -1.698 1.999 -1.416  0.020
C: 0.943 -0.779 -1.139  -0.078
C: -1.727 0.276 0.376  -0.336
C: 2.299 -0.626 -1.181  -0.041
C: -2.439 -1.959 -0.294  0.025
H: -1.628 -2.639 0.100  0.135
H: 0.369 -1.334 -1.821  0.097
H: -2.305 2.856 -1.468  0.093
H: -0.743 2.303 -1.890  0.124
H: -3.499 -1.935 0.218  0.159
H: 1.570 1.160 1.373  0.146
H: 3.940 1.496 1.071  0.132
H: 4.295 -0.257 1.171  0.050
H: 4.810 0.579 -0.265  0.134
H: -0.988 -0.676 2.026  0.092
H: 3.103 -0.893 -1.851  0.132
H: -1.407 0.832 2.391  0.089
H: -2.735 -0.232 2.021  0.076
H: -2.090 1.293 -2.001  0.048
H: -2.516 -2.239 -1.265  0.057

---

Least stable = model a

---

Model a:
Here is a single C4H12OSi molecule from OMol25. Energies are from ωB97M-V/def2-TZVPD.

Properties
- SMILES = CCO[SiH](C)C
- orbital gap (eV) = 10.89
- E_LUMO (eV) = 1.0
- M (g/mol) = 104.22
- multiplicity = 1

Last column: Löwdin charge in e.
Element x y z (Å)
Si: -0.648 -0.311 0.462  0.455
O: 0.718 0.378 0.009  -0.291
C: -0.382 -2.139 0.890  -0.168
C: 0.714 1.189 -2.267  -0.078
C: -1.156 0.719 2.050  -0.197
C: 1.578 0.491 -1.110  -0.245
H: 1.331 1.256 -3.237  0.101
H: 0.440 2.109 -1.854  0.041
H: -1.708 -0.093 -0.563  -0.006
H: 1.669 -0.545 -1.432  0.101
H: -2.103 0.134 2.277  0.023
H: 0.603 -2.428 0.512  0.029
H: -1.387 1.787 1.849  0.026
H: -0.209 0.668 -2.394  0.032
H: -0.610 0.537 3.000  0.025
H: 2.468 1.167 -0.851  0.139
H: -1.023 -2.956 0.710  0.006
H: -0.294 -1.963 1.949  0.010

---

Model b:
Here is 2 unconnected molecules or ions with the total composition C4H12OSi from OMol25. Energies are from ωB97M-V/def2-TZVPD.

Properties
- orbital gap (eV) = 8.83
- E_LUMO (eV) = 0.1
- M (g/mol) = 104.22
- multiplicity = 1

Last column: Löwdin charge in e.
Element x y z (Å)
Si: 0.618 -0.279 -0.126  0.788
O: -0.985 0.556 1.836  -0.187
C: 1.196 -1.673 0.912  -0.233
C: -1.823 1.400 -0.192  -0.142
C: 1.216 -0.462 -1.973  -0.200
C: -1.142 0.231 0.487  -0.626
H: 0.327 -0.509 -2.638  0.030
H: -0.967 2.083 -0.642  0.082
H: -2.263 2.080 0.490  0.048
H: 0.954 -2.644 0.505  0.027
H: 1.856 -1.385 -1.802  0.037
H: 1.736 0.506 -2.226  0.035
H: -2.632 1.283 -0.987  0.090
H: -0.301 1.267 1.745  -0.040
H: 2.240 -1.882 1.055  0.021
H: -1.906 -0.651 0.549  0.140
H: 1.031 1.883 1.030  0.064
H: 0.846 -1.802 1.977  0.065

---

Least stable = model b

---

Model a:
Here is a gas-phase ion, CH2N3O2 (charge +1) from OMol25. Energies are from ωB97M-V/def2-TZVPD.

Properties
- net charge = +1
- orbital gap (alpha / beta) (eV) = 7.90 / 7.90
- E_LUMO (alpha / beta) (eV) = -7.4 / -7.4
- M (g/mol) = 88.05
- multiplicity = 1

Last column: Löwdin charge in e.
Element x y z (Å)
O: -2.724 1.550 -0.087  0.283
O: -0.477 -1.556 -0.144  0.076
N: -2.421 0.476 0.108  -0.084
N: -2.507 -0.672 0.006  0.115
N: -1.854 -1.727 0.062  0.102
C: 0.015 -0.387 0.049  0.196
H: 1.156 -0.391 -0.004  0.173
H: -0.424 0.588 0.371  0.138

---

Model b:
Here is 2 unconnected molecules or ions with the total composition CH2N3O2 from OMol25. Energies are from ωB97M-V/def2-TZVPD.

Properties
- net charge = +1
- orbital gap (eV) = 8.31
- E_LUMO (eV) = -7.8
- M (g/mol) = 88.05
- multiplicity = 1

Last column: Löwdin charge in e.
Element x y z (Å)
O: 0.416 -2.692 2.198  0.196
O: -0.610 1.248 -0.395  -0.050
N: -0.062 -2.017 1.409  -0.267
N: -0.384 -1.266 0.652  0.220
N: -1.390 1.195 0.421  0.416
C: 0.350 1.236 -1.158  0.154
H: 1.050 0.445 -0.988  0.118
H: 0.630 1.850 -2.139  0.212

---

Least stable = model b

---

Model a:
Here is a gas-phase ion, C6H13N4O2 (charge +1) from OMol25. Energies are from ωB97M-V/def2-TZVPD.

Properties
- SMILES = Cn1[nH]c([N+](=O)[O-])c1C[NH+](C)C
- net charge = +1
- orbital gap (alpha / beta) (eV) = 8.62 / 8.62
- E_LUMO (alpha / beta) (eV) = -4.2 / -4.2
- M (g/mol) = 173.20
- multiplicity = 1

Last column: Löwdin charge in e.
Element x y z (Å)
O: 4.089 -1.544 -0.160  0.164
O: 2.074 -2.240 0.284  0.015
N: 2.993 1.554 -0.201  0.183
N: -0.338 -1.331 0.043  -0.224
N: 2.933 -1.333 0.072  -0.367
N: 1.643 1.820 0.077  -0.179
C: -1.355 -2.039 0.831  0.006
C: 2.405 -0.101 0.193  0.043
C: 1.059 3.122 0.051  0.010
C: 1.186 0.577 0.234  -0.146
C: -0.584 -1.473 -1.401  0.008
C: -0.214 0.090 0.431  -0.043
H: -1.551 -1.047 -1.666  0.114
H: -0.025 3.042 0.090  0.097
H: 0.197 -0.969 -1.967  0.115
H: 1.404 3.711 0.904  0.106
H: 3.654 1.914 0.483  0.115
H: -1.100 -2.008 1.888  0.114
H: -2.337 -1.591 0.682  0.115
H: 1.357 3.638 -0.864  0.108
H: -1.392 -3.082 0.522  0.116
H: -0.480 0.199 1.489  0.155
H: -0.577 -2.525 -1.672  0.117
H: 0.643 -1.808 0.228  0.111
H: -0.913 0.698 -0.155  0.149

---

Model b:
Here is a molecular structure, C6H13N4O2 from OMol25. Energies are from ωB97M-V/def2-TZVPD.

Properties
- net charge = +1
- orbital gap (alpha / beta) (eV) = 9.80 / 9.80
- E_LUMO (alpha / beta) (eV) = -3.9 / -3.9
- M (g/mol) = 173.20
- multiplicity = 1

Last column: Löwdin charge in e.
Element x y z (Å)
O: -2.557 -0.699 -0.904  0.017
O: -1.279 -2.233 -2.141  0.207
N: 0.735 1.558 -0.914  -0.046
N: -2.224 0.548 -0.680  0.027
N: -0.209 -0.773 -0.757  0.068
N: -1.000 -1.455 -1.321  -0.114
C: -1.227 0.056 1.529  0.039
C: 1.174 -0.908 -0.578  -0.205
C: -0.365 1.997 0.019  -0.112
C: 1.633 0.678 -0.219  -0.145
C: -1.197 0.783 0.171  -0.211
C: 1.547 -1.890 0.668  0.011
H: 1.555 0.626 0.911  0.116
H: 1.658 -2.831 0.292  0.045
H: -1.674 0.828 2.061  0.087
H: -0.866 2.920 -0.459  0.171
H: -1.777 -0.859 1.466  0.100
H: 2.724 0.819 -0.264  0.129
H: 0.762 -1.871 1.434  0.079
H: -0.097 2.299 1.022  0.122
H: 1.230 2.258 -1.512  0.154
H: 1.718 -1.394 -1.485  0.177
H: -0.271 0.005 1.995  0.075
H: 2.445 -1.628 1.075  0.050
H: -2.439 1.164 -1.407  0.157

---

Least stable = model b

---

Model a:
Here is a gas-phase ion, C8H11N2 (charge +1) from OMol25. Energies are from ωB97M-V/def2-TZVPD.

Properties
- net charge = +1
- orbital gap (eV) = 7.88
- E_LUMO (eV) = -4.8
- M (g/mol) = 135.19
- multiplicity = 1

Last column: Löwdin charge in e.
Element x y z (Å)
N: 0.093 -1.587 -0.044  0.014
N: 1.283 0.555 1.104  0.053
C: 1.036 -0.554 1.913  -0.038
C: 1.729 3.429 -0.444  0.216
C: 0.610 -1.693 1.245  -0.038
C: 0.736 1.025 -0.043  0.020
C: -0.829 -0.590 -1.997  -0.034
C: 1.241 2.302 -0.361  -0.064
C: -0.673 -0.520 -0.479  -0.354
C: -1.947 -0.113 0.305  -0.018
H: -1.025 0.340 -2.521  0.091
H: -1.666 -1.309 -2.189  0.109
H: 0.170 -2.340 -0.788  0.187
H: 2.060 4.320 -0.809  0.027
H: 0.052 -1.197 -2.433  0.117
H: 0.593 -2.733 1.596  0.136
H: -2.451 -1.037 0.266  0.069
H: -1.839 0.097 1.401  0.093
H: 1.534 -0.462 2.865  0.127
H: 1.876 1.240 1.497  0.134
H: -2.582 0.826 -0.084  0.152

---

Model b:
Here is a gas-phase ion, C8H11N2 (charge +1) from OMol25. Energies are from ωB97M-V/def2-TZVPD.

Properties
- SMILES = Cc1cccc[nH]c[nH+]c1
- net charge = +1
- orbital gap (eV) = 9.98
- E_LUMO (eV) = -3.2
- M (g/mol) = 135.19
- multiplicity = 1

Last column: Löwdin charge in e.
Element x y z (Å)
N: 0.817 1.724 -0.336  0.100
N: 2.317 -0.029 0.138  0.096
C: 0.605 -1.763 0.351  -0.055
C: 1.572 -1.000 0.849  -0.079
C: -0.960 -0.593 -1.116  -0.039
C: 1.966 1.105 -0.418  -0.065
C: -2.592 0.299 0.553  -0.018
C: -0.389 1.353 0.308  -0.052
C: -0.110 -1.595 -0.907  -0.061
C: -1.246 0.412 -0.089  -0.270
H: 0.271 -2.595 0.959  0.129
H: -2.774 -0.724 0.877  0.097
H: -3.364 0.560 -0.170  0.101
H: -0.022 -2.404 -1.618  0.121
H: 3.300 -0.270 0.067  0.173
H: 2.022 -1.242 1.802  0.128
H: -1.576 -0.563 -2.001  0.128
H: -0.694 2.080 1.048  0.134
H: 0.782 2.654 -0.741  0.173
H: -2.675 0.964 1.406  0.088
H: 2.749 1.627 -0.961  0.170

---

Least stable = model a

---

Model a:
Here is 2 unconnected molecules or ions with the total composition C8H13NOSi from OMol25. Energies are from ωB97M-V/def2-TZVPD.

Properties
- orbital gap (alpha / beta) (eV) = 7.71 / 7.71
- E_LUMO (alpha / beta) (eV) = 0.5 / 0.5
- M (g/mol) = 167.28
- multiplicity = 1

Last column: Löwdin charge in e.
Element x y z (Å)
Si: -0.512 0.846 -0.406  0.777
O: -2.504 -2.192 -0.476  -0.025
N: -2.734 -0.916 1.459  0.115
C: 1.099 -0.063 -0.102  -0.325
C: 3.000 -0.909 0.958  -0.081
C: -0.875 2.258 0.853  -0.203
C: 1.402 -1.419 -0.673  -0.226
C: 2.166 0.242 0.657  -0.130
C: -1.005 1.325 -2.131  -0.245
C: 2.683 -1.834 -0.021  -0.090
C: -2.205 -1.288 0.290  -0.416
H: -0.256 3.142 0.747  0.025
H: -2.409 -0.096 1.821  0.028
H: -0.522 2.219 -2.608  0.036
H: -1.907 2.539 0.634  0.029
H: 2.384 1.087 1.293  0.098
H: 0.757 -2.153 -0.217  0.112
H: 3.343 -2.692 -0.348  0.119
H: -0.618 1.922 1.786  -0.022
H: 1.341 -1.562 -1.820  0.155
H: -3.553 -1.350 1.773  0.086
H: -0.682 0.501 -2.829  0.033
H: 3.727 -1.056 1.749  0.096
H: -2.117 1.449 -2.389  0.055

---

Model b:
Here is 2 unconnected molecules or ions with the total composition C8H13NOSi from OMol25. Energies are from ωB97M-V/def2-TZVPD.

Properties
- orbital gap (alpha / beta) (eV) = 5.68 / 5.68
- E_LUMO (alpha / beta) (eV) = -0.6 / -0.6
- M (g/mol) = 167.28
- multiplicity = 1

Last column: Löwdin charge in e.
Element x y z (Å)
Si: -2.139 0.811 0.363  0.842
O: -2.960 -0.324 -0.418  -0.300
N: 0.283 -0.441 1.851  0.012
C: 2.177 0.778 0.924  -0.100
C: 3.066 0.939 -0.132  -0.121
C: -3.943 -1.279 0.023  -0.125
C: 2.433 -1.163 -0.951  -0.142
C: 1.270 -0.259 0.948  -0.496
C: -0.983 1.581 -0.918  -0.147
C: 3.282 -0.067 -1.078  -0.117
C: 1.433 -1.301 -0.042  -0.054
H: -1.565 1.944 -1.718  0.020
H: 0.847 -2.157 0.089  0.081
H: 2.160 1.383 1.817  0.096
H: -3.568 -2.372 -0.291  0.136
H: 3.840 -0.027 -2.018  0.094
H: -0.287 2.211 -0.438  0.020
H: -4.243 -1.334 1.120  0.099
H: -0.383 0.742 -1.183  0.023
H: 3.705 1.868 -0.165  0.109
H: 2.583 -1.977 -1.530  0.060
H: -4.869 -1.042 -0.495  0.071
H: 0.330 0.221 2.618  -0.006
H: -2.467 1.265 1.624  -0.053

---

Least stable = model b

---

Model a:
Here is 2 unconnected molecules or ions with the total composition C3H5N2O from OMol25. Energies are from ωB97M-V/def2-TZVPD.

Properties
- net charge = +1
- orbital gap (eV) = 12.49
- E_LUMO (eV) = -5.3
- M (g/mol) = 85.09
- multiplicity = 1

Last column: Löwdin charge in e.
Element x y z (Å)
O: -2.013 -0.056 1.946  0.364
N: -1.234 -2.584 2.011  0.096
N: -1.677 -3.502 2.388  0.228
C: -1.148 -0.590 1.454  -0.147
C: -0.205 0.551 -0.316  -0.036
C: -0.065 -0.696 0.557  -0.133
H: -0.093 -1.671 0.035  0.162
H: -0.442 1.607 0.028  0.144
H: 0.837 -0.433 1.067  0.156
H: -0.987 0.380 -0.962  0.066
H: 0.748 0.622 -0.803  0.099

---

Model b:
Here is a gas-phase ion, C3H5N2O (charge +1) from OMol25. Energies are from ωB97M-V/def2-TZVPD.

Properties
- net charge = +1
- orbital gap (eV) = 6.93
- E_LUMO (eV) = -7.4
- M (g/mol) = 85.09
- multiplicity = 1

Last column: Löwdin charge in e.
Element x y z (Å)
O: 1.551 -1.545 -1.613  0.095
N: 0.899 -0.964 -0.826  -0.120
N: -0.006 -0.147 -1.202  0.016
C: -0.592 0.741 -0.227  -0.079
C: 0.440 -0.559 1.774  0.419
C: -0.361 0.256 1.232  -0.041
H: 1.230 -1.236 2.041  0.114
H: -1.595 0.839 -0.400  0.107
H: -1.107 0.750 1.774  0.136
H: -0.253 0.151 -2.186  0.219
H: -0.207 1.713 -0.367  0.133

---

Least stable = model b